73
Properties=species:S:1:pos:R:3:mulliken_charge:R:1 method="wB97M-V/def2-TZVPD" gap_ha=0.2796 homo_energy_ev=-16.93 relative_energy_kj_mol=160.6 charge=+3
Lu -0.45 -0.26 -1.29 0.6401
P 1.54 0.77 0.26 0.9356
P -1.90 1.67 -0.28 0.7266
P 0.67 1.77 -2.92 1.0493
H 0.19 -4.65 0.43 0.2451
C 1.12 -4.41 -0.11 -0.6150
C 1.85 -3.32 0.14 -0.1809
H 1.85 -2.76 1.07 -0.0551
C 2.08 0.23 1.92 -1.3582
C 1.31 2.51 0.75 -1.0339
C 3.22 0.71 -0.45 -1.1430
C -3.47 1.10 -1.00 -1.2013
C -2.38 1.93 1.44 -1.7122
C -1.76 3.39 -0.82 -1.3275
C 2.12 1.05 -3.78 -1.4841
C 1.36 3.43 -2.55 -1.7522
C -0.38 2.18 -4.38 -1.4501
H 1.41 -5.03 -0.97 0.3095
H 2.45 -2.86 -0.66 0.3401
H 2.11 -0.86 1.97 0.1139
H 1.39 0.61 2.68 0.3467
H 3.08 0.62 2.11 0.6869
H 0.34 2.63 1.25 0.0812
H 1.32 3.17 -0.12 0.1055
H 2.11 2.80 1.43 0.5808
H 3.54 -0.34 -0.47 0.4089
H 3.89 1.28 0.20 0.4888
H 3.26 1.10 -1.48 0.2581
H -4.17 1.89 -0.70 0.4976
H -3.77 0.13 -0.57 0.4024
H -3.43 1.01 -2.09 0.3747
H -3.26 2.58 1.41 0.6751
H -1.58 2.41 2.01 0.4777
H -2.65 0.97 1.90 0.5622
H -2.67 3.87 -0.46 0.6104
H -1.67 3.46 -1.91 0.3360
H -0.88 3.86 -0.37 0.3678
H 1.87 0.95 -4.84 0.5005
H 2.36 0.06 -3.37 0.3523
H 2.97 1.72 -3.66 0.4357
H 1.60 3.91 -3.51 0.5163
H 2.28 3.37 -1.96 0.4643
H 0.65 4.06 -2.01 0.4498
H 0.20 1.90 -5.27 0.5215
H -0.57 3.26 -4.37 0.4454
H -1.33 1.63 -4.37 0.2985
C -1.16 -2.96 -4.31 0.4082
C -2.22 -2.76 -5.22 -0.5911
C -2.06 -3.17 -6.54 -0.4693
C -0.91 -3.89 -6.90 -0.4070
C -0.05 -4.38 -5.90 -0.4365
C -0.22 -3.99 -4.58 -0.4250
S -1.07 -1.90 -2.94 0.0479
H -0.61 -2.30 -1.61 0.0450
H -3.10 -2.17 -4.96 0.4726
H -2.84 -2.91 -7.26 0.4047
H -0.67 -4.06 -7.96 0.4366
H 0.75 -5.08 -6.18 0.4080
H 0.41 -4.42 -3.79 0.4100
C -0.58 -0.01 4.84 -1.0418
N -0.68 -0.20 3.38 0.1467
C -0.55 -1.32 2.64 0.5792
S -1.26 -1.45 1.01 -0.2856
N 0.17 -2.35 3.10 -0.0675
C 1.12 -2.33 4.23 -1.1430
H -0.53 -0.96 5.38 0.4004
H -1.47 0.53 5.19 0.3539
H 0.30 0.62 5.09 0.3397
H -1.14 0.57 2.90 -0.2705
H 0.18 -3.17 2.49 0.2075
H 0.61 -2.68 5.14 0.3870
H 1.94 -3.03 4.01 0.3376
H 1.55 -1.33 4.39 0.4607



72
Properties=species:S:1:pos:R:3:mulliken_charge:R:1 method="wB97M-V/def2-TZVPD" gap_ha="0.2338 / 0.2558" homo_energy_ev="-10.43 / -11.03" multiplicity=3 relative_energy_kj_mol=337.5 charge=+1
C -5.71 -5.94 0.86 -0.9076
P -6.19 -4.07 1.02 0.3554
C -5.14 -2.98 -0.15 -0.8291
P -8.33 -3.85 0.69 0.2008
O -8.86 -4.21 -0.94 -0.5060
H -6.20 -6.45 -0.07 0.3145
H -4.52 -5.94 0.80 0.3058
H -6.10 -6.44 1.87 0.3281
H -5.44 -3.05 -1.28 0.4146
H -5.15 -1.86 0.18 0.2849
H -4.00 -3.35 -0.09 0.2266
H -8.86 -2.53 1.07 0.2409
H -9.01 -4.82 1.55 0.2090
H -8.72 -5.18 -1.16 0.3618
C -2.32 0.62 3.83 -1.8542
C -1.96 -0.36 2.68 1.8417
C -0.45 -0.72 2.76 -1.2574
C 0.47 0.42 2.32 -0.7114
C 0.08 0.93 0.94 -0.4732
C -1.42 1.30 0.81 1.8384
N -2.33 0.24 1.35 0.3721
O -2.38 -0.80 0.41 -0.5299
C -1.70 2.65 1.54 -1.7112
C -1.71 1.64 -0.69 -1.8709
C -2.79 -1.64 3.01 -1.7577
H -2.50 0.09 4.77 0.4788
H -1.54 1.34 4.05 0.3262
H -3.25 1.17 3.61 0.3553
H -0.24 -1.60 2.14 0.3739
H -0.19 -1.01 3.79 0.3581
H 0.45 1.24 3.05 0.3264
H 1.50 0.06 2.30 0.3971
H 0.71 1.80 0.69 -0.5103
H 0.34 0.16 0.20 0.5327
H -2.77 2.87 1.56 0.3821
H -1.20 3.48 1.02 0.4178
H -1.32 2.68 2.56 0.3093
H -1.44 0.82 -1.37 0.3438
H -1.13 2.51 -1.02 0.3813
H -2.77 1.88 -0.85 0.4606
H -3.87 -1.43 2.98 0.4287
H -2.56 -2.01 4.02 0.4602
H -2.59 -2.47 2.33 0.2721
C 6.50 0.62 -2.32 -1.7377
C 5.02 0.30 -1.98 1.7820
C 4.17 0.29 -3.28 -1.1951
C 3.93 1.69 -3.85 -0.5256
C 3.34 2.61 -2.79 -1.0966
C 4.15 2.65 -1.47 1.6431
N 4.51 1.28 -0.96 0.1671
O 3.35 0.73 -0.39 -0.3709
C 5.45 3.48 -1.67 -1.7829
C 3.35 3.49 -0.42 -1.2250
C 5.08 -1.16 -1.41 -1.8249
H 7.04 -0.28 -2.67 0.4631
H 6.61 1.35 -3.13 0.3057
H 7.05 0.98 -1.44 0.3518
H 3.20 -0.19 -3.09 0.3593
H 4.67 -0.33 -4.05 0.3337
H 4.85 2.11 -4.25 0.3101
H 3.23 1.61 -4.69 0.3836
H 3.25 3.62 -3.21 0.3875
H 2.31 2.28 -2.58 0.2365
H 6.09 3.42 -0.79 0.3676
H 5.21 4.54 -1.83 0.4424
H 6.03 3.18 -2.54 0.3167
H 2.33 3.10 -0.26 -0.1685
H 3.22 4.52 -0.76 0.4278
H 3.86 3.52 0.54 0.4663
H 5.68 -1.21 -0.50 0.4449
H 5.54 -1.84 -2.14 0.4505
H 4.09 -1.58 -1.20 0.3070



78
Properties=species:S:1:pos:R:3:mulliken_charge:R:1 method="wB97M-V/def2-TZVPD" gap_ha=0.2368 homo_energy_ev=-4.76 charge=-1
O -8.95 5.05 -10.69 -0.5219
C -8.43 4.29 -9.96 0.6514
N -7.76 3.52 -9.31 -0.4415
C -6.94 4.23 -8.20 0.6723
O -6.26 5.19 -8.59 -0.6763
O -7.06 3.74 -7.08 -0.6647
C -0.37 1.68 -3.75 -0.5845
O -1.33 2.67 -3.43 -0.3672
C -0.87 4.00 -3.61 -0.8330
C -1.57 4.67 -4.78 -0.2061
N -1.15 4.10 -6.05 -0.3337
C -1.96 4.52 -7.20 -1.0298
C -3.44 4.16 -7.22 -0.1987
O -3.69 2.77 -7.36 -0.4200
C -3.67 2.03 -6.16 -0.5636
H -0.76 0.72 -3.40 0.0838
H -0.22 1.61 -4.84 0.3481
H 0.59 1.87 -3.26 0.3743
H 0.21 4.04 -3.74 0.4002
H -1.12 4.55 -2.70 0.4017
H -1.32 5.74 -4.78 0.3639
H -2.65 4.57 -4.62 0.2023
H -1.20 3.09 -5.98 0.0887
H -1.50 4.07 -8.09 0.3982
H -1.86 5.60 -7.31 0.4136
H -3.88 4.62 -8.11 0.3411
H -4.00 4.57 -6.38 0.3210
H -4.03 2.61 -5.32 0.2436
H -2.67 1.64 -5.94 0.2070
H -4.33 1.17 -6.30 0.3263
C 2.86 -4.05 0.32 -0.6937
O 1.46 -3.99 0.53 -0.3644
C 1.08 -3.60 1.84 -0.6076
C 0.47 -2.21 1.86 -0.3306
N 1.47 -1.19 1.58 -0.1902
C 0.92 0.14 1.33 -0.7716
C 0.00 0.33 0.13 -0.5750
O 0.64 0.21 -1.12 -0.3690
C 0.78 -1.12 -1.60 -0.6931
H 3.02 -4.53 -0.65 0.2478
H 3.31 -3.06 0.29 0.2959
H 3.35 -4.65 1.09 0.3271
H 1.93 -3.66 2.54 0.1582
H 0.33 -4.31 2.18 0.3993
H 0.04 -2.03 2.85 0.3478
H -0.34 -2.20 1.12 0.2747
H 2.01 -1.47 0.77 0.0761
H 1.77 0.82 1.20 0.4383
H 0.39 0.47 2.23 0.3669
H -0.36 1.37 0.17 0.4259
H -0.89 -0.30 0.17 0.3351
H -0.06 -1.75 -1.29 0.3380
H 1.72 -1.57 -1.29 0.2047
H 0.79 -1.07 -2.69 0.3470
C 1.53 -0.54 5.63 -0.9029
O 1.94 -1.83 5.23 -0.1842
C 3.35 -1.98 5.11 -0.8416
C 3.90 -2.88 6.20 -0.2558
N 3.83 -2.24 7.51 -0.3093
C 4.11 -3.12 8.64 -0.6963
C 3.17 -4.30 8.87 -0.4612
O 1.86 -3.94 9.28 -0.4384
C 0.97 -3.61 8.24 -0.5065
H 0.45 -0.48 5.50 0.2644
H 1.76 -0.34 6.68 0.3279
H 2.00 0.24 5.01 0.3681
H 3.86 -1.01 5.11 0.4322
H 3.54 -2.46 4.15 0.3483
H 4.94 -3.12 5.97 0.4092
H 3.33 -3.82 6.17 0.1632
H 2.91 -1.84 7.63 0.0869
H 4.09 -2.50 9.54 0.3728
H 5.13 -3.50 8.54 0.3963
H 3.58 -4.88 9.70 0.3479
H 3.13 -4.98 8.02 0.3439
H 1.17 -4.18 7.33 0.2814
H 0.99 -2.54 8.01 0.1373
H -0.04 -3.84 8.58 0.3324



Max |F|
In order: 2.908; 5.121; 1.728
Unit: eV/A
M
In order: 645.6; 423.5; 485.6
Unit: g/mol
Calculated total energy
In order: -3953.5669; -1806.5063; -1685.1596
Unit: Eh